Record 1
ORCA calculation (ωB97M-V/def2-TZVPD) on an isolated ion of composition C2H9N2 and charge +1.

## Properties
Gap between HOMO and LUMO (eV): 10.282
SMILES: C[C@H](N)[NH3+]
Highest occupied orbital energy (eV): -14.022
Charge: +1
ΔE to the lowest compared entry with this formula, charge and spin (kJ/mol): 232.8
DFT total energy (eV): -5191.541
LUMO energy (eV): -3.74

Geometry (Å):
1 C 0.3430 1.5049 -0.1695
2 C -0.5220 -0.1657 -0.2644
3 N -1.1462 -0.5423 0.8980
4 N 0.7430 -0.9932 -0.3469
5 H 0.8164 1.6304 0.8019
6 H -0.5638 1.9750 -0.6514
7 H 1.1935 1.2231 -0.7407
8 H -1.1884 -0.2535 -1.1469
9 H -2.1158 -0.7980 0.7930
10 H -0.7845 -0.2580 1.8181
11 H 0.6241 -1.9817 -0.4050
12 H 1.2259 -0.5816 0.5541
13 H 1.3746 -0.7594 -1.1404

---

Record 2
ORCA calculation (ωB97M-V/def2-TZVPD) on a 2-piece molecular cluster, C2H9N2 overall.

## Properties
Gap between HOMO and LUMO (eV): 9.826
Highest occupied orbital energy (eV): -14.853
Charge: +1
ΔE to the lowest compared entry with this formula, charge and spin (kJ/mol): 97.1
DFT total energy (eV): -5192.948
LUMO energy (eV): -5.03

Geometry (Å):
1 N -2.0025 1.0003 0.2384
2 H -2.4012 1.9037 0.0092
3 H -2.3440 0.8120 1.1784
4 H -2.4660 0.2900 -0.3238
5 H 0.2313 0.8173 0.2816
6 C 0.3982 -1.1613 0.7501
7 C 1.5591 0.0473 -1.0157
8 N 0.6415 -0.0189 -0.1371
9 H 1.0601 -1.9749 0.4665
10 H -0.6186 -1.5299 0.6755
11 H 0.6892 -0.8892 1.7625
12 H 1.6007 0.9631 -1.5896
13 H 2.1060 -0.8514 -1.2562

---

Record 3
ORCA calculation (ωB97M-V/def2-TZVPD) on a 2-piece molecular cluster, C2H9N2O overall.

## Properties
Gap between HOMO and LUMO (eV): 6.955
Highest occupied orbital energy (eV): -2.417
Charge: -1
ΔE to the lowest compared entry with this formula, charge and spin (kJ/mol): 63.9
DFT total energy (eV): -7246.943
LUMO energy (eV): 4.54

Geometry (Å):
1 C 1.9090 -1.1558 -0.4459
2 O 1.0310 -0.4485 -1.2916
3 H 2.8875 -0.6707 -0.5776
4 H 1.6297 -0.9919 0.6127
5 H 1.9102 -2.2312 -0.6647
6 N -0.8519 1.8527 -0.0548
7 C -0.8861 0.7218 0.8823
8 N -1.2314 -0.5658 0.3063
9 H -0.4167 1.4338 -0.8738
10 H -1.8220 2.0273 -0.2718
11 H 0.0581 0.4888 1.3890
12 H -1.6026 0.8844 1.6931
13 H -2.0713 -0.4969 -0.2801
14 H -0.5435 -0.8479 -0.4229

---

Record 4
ORCA calculation (ωB97M-V/def2-TZVPD) on a 2-piece molecular cluster, C2H9N2O overall.

## Properties
Gap between HOMO and LUMO (eV): 8.976
Highest occupied orbital energy (eV): -13.710
Charge: +1
ΔE to the lowest compared entry with this formula, charge and spin (kJ/mol): 211.3
DFT total energy (eV): -7240.166
LUMO energy (eV): -4.73

Geometry (Å):
1 C 0.1687 1.1435 0.0125
2 N 0.7311 0.4934 1.2135
3 C 0.1210 0.0469 2.3168
4 N 0.3568 -1.2384 2.7215
5 H -0.8428 1.3518 0.3045
6 H 0.3438 0.4874 -0.8892
7 H 0.7284 2.1209 -0.1136
8 H 1.4961 -0.0951 1.0155
9 H -0.6663 0.5404 2.9320
10 H 1.2298 -1.6607 2.4313
11 H -0.2506 -1.6876 3.3058
12 H -1.6163 0.1541 -5.0137
13 H -0.9745 -1.2931 -5.2601
14 O -0.8250 -0.3635 -4.9769

---

Record 5
ORCA calculation (ωB97M-V/def2-TZVPD) on a 2-piece molecular cluster, C2H9N2O overall.

## Properties
Gap between HOMO and LUMO (eV): 9.420
Highest occupied orbital energy (eV): -14.350
Charge: +1
ΔE to the lowest compared entry with this formula, charge and spin (kJ/mol): 225.9
DFT total energy (eV): -7240.015
LUMO energy (eV): -4.93

Geometry (Å):
1 C -0.9200 2.3269 0.2896
2 N 0.2173 1.7836 0.1612
3 H -1.7804 1.6945 0.2795
4 H -1.0214 3.4176 0.4502
5 H 1.0222 2.4318 0.1324
6 H 0.5314 0.7139 0.0312
7 N -0.8643 -1.7524 0.3950
8 C 0.4569 -1.8079 -0.1920
9 O 1.0511 -0.5020 -0.5390
10 H -0.8260 -1.2102 1.2390
11 H -1.4909 -1.2707 -0.2154
12 H 1.1374 -2.2815 0.4949
13 H 0.4051 -2.4182 -1.0798
14 H 0.9218 -0.3938 -1.4991

---

Record 6
ORCA calculation (ωB97M-V/def2-TZVPD) on a 2-piece molecular cluster, C2H9N2O overall.

## Properties
Gap between HOMO and LUMO (eV): 9.513
Highest occupied orbital energy (eV): -12.921
Charge: +1
ΔE to the lowest compared entry with this formula, charge and spin (kJ/mol): 174.8
DFT total energy (eV): -7240.544
LUMO energy (eV): -3.41

Geometry (Å):
1 C -0.5530 -0.6428 0.9537
2 C -0.7187 0.3674 0.0938
3 N -0.4009 1.7298 0.5306
4 N -0.4810 -1.9446 0.6156
5 H -0.4174 -0.4527 2.0127
6 H -1.1552 0.3217 -0.8908
7 H 0.0058 1.6966 1.4692
8 H -1.2195 2.3394 0.5582
9 H 0.3014 2.1408 -0.0824
10 H -0.5100 -2.1848 -0.3621
11 H -0.7323 -2.6708 1.2631
12 H 2.3435 -0.9139 -1.9399
13 H 1.7010 0.3390 -2.5271
14 O 1.8361 -0.1251 -1.6944

---

Record 7
ORCA calculation (ωB97M-V/def2-TZVPD) on a 2-piece molecular cluster, C2H9N2O overall.

## Properties
Gap between HOMO and LUMO (eV): 10.685
Highest occupied orbital energy (eV): -14.486
Charge: +1
ΔE to the lowest compared entry with this formula, charge and spin (kJ/mol): 183.9
DFT total energy (eV): -7240.450
LUMO energy (eV): -3.80

Geometry (Å):
1 C -0.6121 1.3338 0.2786
2 C -0.8840 -0.9515 0.0516
3 N 2.0148 -0.0332 -0.1666
4 N -1.4507 0.1856 0.0345
5 O -1.4627 -2.0920 -0.0482
6 H -0.2168 1.7232 -0.6768
7 H -1.2819 2.0097 0.7360
8 H 0.1300 1.0111 0.9655
9 H 0.2319 -0.9551 0.1212
10 H 2.7007 -0.8032 -0.3297
11 H 2.2133 0.4061 0.6736
12 H -2.3891 0.3283 -0.2287
13 H 1.9913 0.6378 -0.8641
14 H -0.9849 -2.8005 -0.5467

---

Record 8
ORCA calculation (ωB97M-V/def2-TZVPD) on a 2-piece molecular cluster, C2H9N2O overall.

## Properties
Gap between HOMO and LUMO (eV): 11.061
Highest occupied orbital energy (eV): -14.874
Charge: +1
ΔE to the lowest compared entry with this formula, charge and spin (kJ/mol): 222.5
DFT total energy (eV): -7240.050
LUMO energy (eV): -3.81

Geometry (Å):
1 C -0.8825 0.4657 -1.5455
2 C -0.2606 -1.3205 0.0082
3 N 0.8257 0.6566 1.3616
4 N -0.0043 -0.5609 -0.9939
5 O 0.5602 -2.2126 0.5136
6 H -0.8676 1.1477 -0.6221
7 H -0.6991 0.9440 -2.5333
8 H -1.8950 0.0510 -1.5142
9 H -1.3170 -1.2508 0.3617
10 H 1.6313 0.1591 1.5866
11 H 0.7390 1.3853 1.9901
12 H 1.0227 -0.6761 -1.2916
13 H 0.9160 1.1952 0.4723
14 H 0.1325 -2.4131 1.3907

---

Record 9
ORCA calculation (ωB97M-V/def2-TZVPD) on a 2-piece molecular cluster, C2H9N2O2 overall.

## Properties
Gap between HOMO and LUMO (eV): 12.285
Highest occupied orbital energy (eV): -15.565
Charge: +1
ΔE to the lowest compared entry with this formula, charge and spin (kJ/mol): 71.5
DFT total energy (eV): -9289.230
LUMO energy (eV): -3.28

Geometry (Å):
1 N 0.3343 1.4479 -1.6093
2 C -0.6727 1.4553 -0.7077
3 O -1.8949 1.5366 -1.2441
4 O -0.5017 1.5246 0.5184
5 H 1.2406 1.5597 -1.1770
6 H 0.1870 1.9274 -2.4845
7 H -2.0514 0.8471 -1.9029
8 C 0.5689 -1.9424 0.6885
9 N 0.2999 -0.6806 1.4463
10 H 0.5704 -2.7924 1.3618
11 H -0.2151 -2.0371 -0.0652
12 H 1.5375 -1.8455 0.2122
13 H 1.0985 -0.4211 2.0223
14 H -0.4731 -0.8633 2.0854
15 H -0.0280 0.2839 0.8558

---

Record 10
ORCA calculation (ωB97M-V/def2-TZVPD) on a 2-piece molecular cluster, C2H9N2O2 overall.

## Properties
Gap between HOMO and LUMO (eV): 11.160
Highest occupied orbital energy (eV): -14.809
Charge: +1
ΔE to the lowest compared entry with this formula, charge and spin (kJ/mol): 128.4
DFT total energy (eV): -9288.640
LUMO energy (eV): -3.65

Geometry (Å):
1 N 0.6263 0.2589 -2.5166
2 C 0.6380 1.0896 -1.2133
3 C 0.3837 0.1073 -0.1199
4 N -0.8258 0.3233 0.5274
5 O 0.9681 -0.9484 -0.1154
6 H -0.1546 0.5628 -3.0799
7 H 0.7800 -0.7057 -2.1610
8 H 1.4896 0.4347 -3.0285
9 H 1.6241 1.5416 -1.1392
10 H -0.0248 1.9442 -1.3191
11 H -1.0350 1.2227 0.9333
12 H -0.9707 -0.3767 1.2620
13 H -0.8629 -1.2615 3.5437
14 H -2.3362 -1.2314 3.3235
15 O -1.5444 -0.6892 3.1477

---

Record 11
ORCA calculation (ωB97M-V/def2-TZVPD) on a 2-piece molecular cluster, C2H9N2O2 overall.

## Properties
Gap between HOMO and LUMO (eV): 11.124
Highest occupied orbital energy (eV): -14.680
Charge: +1
ΔE to the lowest compared entry with this formula, charge and spin (kJ/mol): 64.5
DFT total energy (eV): -9289.302
LUMO energy (eV): -3.56

Geometry (Å):
1 N -2.4713 -0.2155 -0.8791
2 C -1.3303 -0.6847 -0.0316
3 C -0.4062 0.5374 0.0928
4 N 0.8597 0.2776 0.4099
5 O -0.8584 1.6424 -0.1017
6 H -2.4571 0.8212 -0.8635
7 H -3.3527 -0.5544 -0.5204
8 H -2.3734 -0.4677 -1.8673
9 H -1.7104 -0.9411 0.9518
10 H -0.8564 -1.5596 -0.4654
11 H 1.3482 -0.5900 0.5748
12 H 1.4434 1.0934 0.5695
13 H 4.5385 0.5464 0.1779
14 H 3.8911 -0.0382 1.4451
15 O 3.7353 0.1327 0.5074

---

Record 12
ORCA calculation (ωB97M-V/def2-TZVPD) on a 2-piece molecular cluster, C2H9N2OP overall.

## Properties
Gap between HOMO and LUMO (alpha / beta) (eV): 6.688 / 9.141
Highest occupied orbital energy (alpha / beta) (eV): -7.485 / -8.223
Charge: 0
ΔE to the lowest compared entry with this formula, charge and spin (kJ/mol): 558.2
DFT total energy (eV): -16531.567
LUMO energy (alpha / beta) (eV): -0.80 / 0.92

Geometry (Å):
1 C -1.6247 0.2115 -0.7931
2 C -0.9779 -0.6013 0.3547
3 N 2.4720 0.7647 0.4734
4 N 2.2609 0.5012 -0.7739
5 O -2.5023 1.1366 -0.2250
6 P 0.0862 -1.9628 -0.3159
7 H -1.9303 -0.6363 -1.4780
8 H -0.7330 0.6098 -1.2787
9 H -1.9448 -0.8930 0.9211
10 H -0.5816 -0.0117 1.0571
11 H 2.2905 1.6427 0.9126
12 H 2.9238 0.1522 1.0880
13 H 2.4386 -0.4878 -0.8433
14 H -3.2005 1.1800 -0.8207
15 H 1.0786 -1.8547 0.5920